(1)
{
  "formula": "C4H9NO",
  "method": "wB97M-V/def2-TZVPD",
  "homo_energy_ev": -9.2,
  "total_energy_ev": -7830.6257,
  "smiles": "C[C@]1(O)C[C@@H]1N",
  "homo_lumo_gap_ev": 10.2,
  "species": ["C", "C", "C", "C", "H", "H", "H", "H", "H", "H", "H", "H", "H", "N", "O"],
  "xyz": [[-0.91547, 1.31602, 0.24589], [-0.66932, -0.14449, 0.01370], [0.08090, -0.97467, 0.99939], [0.70164, -0.67121, -0.34418], [-1.74673, 1.47483, 0.94225], [-1.17725, 1.80532, -0.69907], [-0.01321, 1.79098, 0.63226], [-1.88737, -0.44734, -1.45204], [-0.26523, -1.98677, 1.17609], [0.50819, -0.46254, 1.86287], [0.67539, -1.49621, -1.06074], [1.96474, 0.62872, -1.28472], [2.67219, -0.23921, -0.10013], [1.81876, 0.23988, -0.35609], [-1.74723, -0.83330, -0.57546]],
  "lowdin_charge": [-0.0206, -0.5438, -0.0323, -0.3040, 0.0875, 0.0815, 0.0768, 0.1009, 0.1080, 0.1151, 0.1387, 0.0782, 0.0726, 0.0412, 0.0001]
}

(2)
{
  "formula": "C4H9NO",
  "method": "wB97M-V/def2-TZVPD",
  "homo_energy_ev": -8.8,
  "total_energy_ev": -7829.5441,
  "homo_lumo_gap_ev": 9.8,
  "species": ["C", "N", "C", "C", "O", "C", "H", "H", "H", "H", "H", "H", "H", "H", "H"],
  "xyz": [[1.34672, 1.28799, 0.62262], [0.21254, 0.43730, 0.29526], [0.03250, 0.04727, -1.14028], [0.10069, -1.38780, -0.67375], [-2.81385, -0.29614, 0.24791], [0.33205, -0.95715, 0.57234], [1.16908, 2.29848, 0.24243], [1.44963, 1.34683, 1.71122], [2.29691, 0.91503, 0.20386], [0.85962, 0.38128, -1.77692], [-0.92607, 0.38371, -1.54596], [-0.09642, -2.34123, -1.14400], [-2.15601, 0.38639, 0.44379], [-2.31110, -1.10775, 0.38837], [0.50372, -1.39421, 1.55311]],
  "lowdin_charge": [-0.0944, -0.1960, -0.1619, -0.0574, -0.0706, -0.1332, 0.0831, 0.0825, 0.0854, 0.1151, 0.1076, 0.0919, 0.0162, 0.0163, 0.1155]
}

(3)
{
  "formula": "C4H9NO",
  "method": "wB97M-V/def2-TZVPD",
  "homo_energy_ev": -9.3,
  "total_energy_ev": -7830.0372,
  "smiles": "NC[C@H]1C[C@H]1O",
  "homo_lumo_gap_ev": 10.2,
  "species": ["C", "C", "C", "C", "H", "H", "H", "H", "H", "H", "H", "H", "H", "N", "O"],
  "xyz": [[0.55306, -0.07471, 1.22140], [0.08270, -0.68011, -0.09807], [-0.94780, 0.09023, -0.84535], [0.45734, -0.07593, -1.41302], [-0.93836, -0.94179, 2.32076], [-1.25076, 0.66487, 1.94459], [1.42557, -0.59204, 1.61633], [0.85890, 0.95339, 1.00759], [-0.04969, -1.75332, -0.07689], [-1.10570, 1.07633, -0.46354], [-1.78550, -0.39590, -1.32736], [0.59848, -0.77008, -2.26221], [1.22835, 1.41894, -2.41634], [-0.45749, 0.01853, 2.26003], [1.33089, 1.06159, -1.46792]],
  "lowdin_charge": [-0.2800, -0.2562, -0.0741, -0.3101, 0.0953, 0.0882, 0.1113, 0.1121, 0.1318, 0.0998, 0.0996, 0.1434, 0.1326, -0.0355, -0.0583]
}

(4)
{
  "formula": "C4H9NO",
  "method": "wB97M-V/def2-TZVPD",
  "homo_energy_ev": -9.0,
  "total_energy_ev": -7829.2274,
  "homo_lumo_gap_ev": 9.8,
  "species": ["C", "C", "C", "C", "N", "O", "H", "H", "H", "H", "H", "H", "H", "H", "H"],
  "xyz": [[1.33494, -0.37200, -0.47118], [-0.73485, 1.10536, -0.91700], [-0.80710, -0.82034, 1.03279], [0.22726, 0.47969, 0.10867], [2.45068, -0.20625, 0.08241], [0.71184, 1.32946, 1.08865], [0.96042, -0.83778, -1.36087], [-0.09311, 1.43959, -1.71514], [-1.36042, 0.20039, -1.42951], [-1.43072, 1.86955, -0.58862], [-1.63415, -0.44414, 1.60264], [-1.25130, -1.33401, 0.10896], [-0.28887, -1.53528, 1.68229], [3.12434, -0.81888, -0.42485], [1.65491, 0.94938, 1.40059]],
  "lowdin_charge": [-0.2009, -0.0394, 0.0003, -0.5180, 0.1044, -0.0779, 0.1208, 0.0620, 0.1248, 0.0768, 0.0281, 0.0505, 0.0412, 0.0824, 0.1451]
}

(5)
{
  "formula": "C4H9NO",
  "method": "wB97M-V/def2-TZVPD",
  "homo_energy_ev": -9.2,
  "total_energy_ev": -7830.5683,
  "smiles": "CCCNC=O",
  "homo_lumo_gap_ev": 10.1,
  "species": ["C", "C", "C", "N", "C", "O", "H", "H", "H", "H", "H", "H", "H", "H", "H"],
  "xyz": [[1.44509, -0.62996, -0.87363], [0.92390, 0.49916, 0.00686], [0.12287, 0.01807, 1.20648], [-1.38413, -0.35224, 0.68270], [-1.90507, 0.46855, -0.26829], [-1.44396, 1.56603, -0.53312], [1.81620, -0.25890, -1.83406], [2.24144, -1.24096, -0.42064], [0.60654, -1.30327, -1.08945], [0.08198, 1.06434, -0.43453], [1.60345, 1.35059, 0.15505], [-0.00293, 0.85203, 1.90697], [0.48451, -0.87650, 1.72917], [-1.81109, -1.28759, 0.63223], [-2.77880, 0.13068, -0.86571]],
  "lowdin_charge": [-0.1080, -0.2814, -0.0985, 0.0497, -0.3788, -0.0216, 0.0692, 0.0694, 0.0653, 0.0459, 0.1186, 0.1081, 0.1063, 0.1222, 0.1335]
}

(6)
{
  "formula": "C4H9NO",
  "method": "wB97M-V/def2-TZVPD",
  "homo_energy_ev": -9.1,
  "total_energy_ev": -7831.3527,
  "smiles": "CC(=O)N(C)C",
  "homo_lumo_gap_ev": 10.0,
  "species": ["C", "N", "C", "C", "O", "C", "H", "H", "H", "H", "H", "H", "H", "H", "H"],
  "xyz": [[1.46406, 0.23785, -0.22600], [0.06551, 0.47128, 0.06602], [-0.47255, 1.81668, 0.06161], [-0.78908, -0.55697, -0.31092], [-1.76273, -0.38201, -1.01673], [-0.53843, -1.88703, 0.38373], [2.12010, 0.65025, 0.55029], [1.57704, -0.84642, -0.31201], [1.77893, 0.63901, -1.20068], [-0.68127, 2.21876, -0.93676], [0.22750, 2.47885, 0.58286], [-1.40989, 1.80583, 0.62798], [-1.45637, -2.06738, 0.95185], [0.29356, -1.86036, 1.09212], [-0.41637, -2.71835, -0.31337]],
  "lowdin_charge": [-0.0668, -0.1950, -0.0622, -0.5151, 0.0719, -0.0111, 0.0899, 0.0793, 0.0932, 0.0879, 0.0871, 0.0927, 0.0891, 0.0746, 0.0845]
}